Entry 1:
Below is a 2-piece molecular cluster, C7H10BNO overall at a distorted geometry, with properties calculated with ωB97M-V with the def2-TZVPD basis set.

Each line ends with the Mulliken charge.
Atoms and positions in Å:
B: -2.04430 -1.26024 0.38459  0.156
C: 2.83964 0.42356 1.11840  -0.494
C: 1.63721 -0.29089 1.26623  -0.263
C: 3.28412 0.73051 -0.17415  -0.222
C: 1.42679 -0.18568 -1.03859  -0.222
C: 0.89610 -0.49635 0.14932  -0.105
C: -1.76202 0.69668 -1.10533  -1.006
C: -2.47069 0.16809 0.14147  -0.309
N: 2.59163 0.40091 -1.21739  -0.592
O: -2.45473 -2.32711 0.97615  -0.377
H: 3.42196 0.80390 1.90113  0.406
H: 1.32415 -0.70523 2.31963  0.284
H: 4.15387 1.28225 -0.54404  0.381
H: 0.73371 -0.26098 -1.86972  0.484
H: -0.61881 0.88466 -0.96946  0.111
H: -1.89212 -0.03250 -1.77319  0.373
H: -2.01718 1.68632 -1.48903  0.401
H: -2.08292 0.65448 0.95113  0.295
H: -3.55704 0.42062 -0.03439  0.347
H: -3.40938 -2.59300 1.00725  0.355

Maximum force ... 5.057 eV Å⁻¹
Energy ... -11630.5030 eV
Frontier orbital gap (alpha / beta) ... 0.2762 / 0.2453 hartree
Charge ... 0
ΔE to the lowest compared entry with this formula, charge and spin ... 528.4 kJ/mol
HOMO (alpha / beta) ... -7.90 / -7.10 eV

Entry 2:
Below is C7H10BrNO2S as an isolated structure at a distorted geometry, with properties calculated with ωB97M-V with the def2-TZVPD basis set.

Each line ends with the Mulliken charge.
Atoms and positions in Å:
C: 1.71236 1.85168 -0.38381  -0.610
C: 0.53117 1.25988 0.21568  0.451
C: -0.33231 2.25600 0.88956  0.431
C: 2.27796 -0.73170 -1.01315  -0.313
C: -0.40010 -2.25454 0.56377  -1.415
C: -2.02574 -0.60268 -0.54185  -1.296
C: -0.83801 -0.79687 0.49609  0.177
N: 0.29408 -0.04635 0.21208  -0.137
O: -0.58771 2.24819 2.05013  -0.512
O: -0.96856 3.07065 0.02038  -0.458
S: 2.45701 0.81895 -1.62454  -0.005
Br: 3.15783 -1.09335 0.60145  -0.030
H: 2.32068 2.76553 -0.34829  0.381
H: 2.32438 -1.41821 -1.82900  0.459
H: 0.19623 -2.48425 -0.21656  0.410
H: 0.09724 -2.32216 1.53986  0.337
H: -1.30605 -2.93550 0.81193  0.362
H: -1.62187 -1.13432 -1.45774  0.283
H: -2.35972 0.30845 -0.67506  0.519
H: -2.86428 -1.18464 -0.01393  0.295
H: -1.26490 -0.41721 1.55812  0.284
H: -0.79969 2.84244 -0.85513  0.385

Maximum force ... 7.436 eV Å⁻¹
Energy ... -93879.2887 eV
Frontier orbital gap (alpha / beta) ... 0.2414 / 0.2473 hartree
Charge ... 0
ΔE to the lowest compared entry with this formula, charge and spin ... 309.7 kJ/mol
HOMO (alpha / beta) ... -7.92 / -7.96 eV